[1]
Molecular formula: C4H5NO2
Method: DFT, ωB97M-V with the def2-TZVPD basis set

Computed properties:
**E_HOMO**: -7.71 eV
**DFT total energy**: -360.421308 Eh
**Spin multiplicity**: 1

Structure (XYZ):
```
12
Properties=species:S:1:pos:R:3:lowdin_charge:R:1
C 1.255 -0.269 -1.729 -0.005
C 0.054 -0.089 -0.536 -0.406
C -0.658 0.975 -0.122 -0.113
O -1.214 0.846 1.172 -0.041
C -1.014 -0.327 1.741 -0.163
O -1.373 -0.187 3.012 0.050
N 0.578 -1.208 -0.383 0.185
H 2.187 -0.783 -1.500 0.097
H 0.832 -0.594 -2.674 0.087
H 1.486 0.802 -1.690 0.108
H -0.943 1.867 -0.654 0.104
H -1.197 -1.054 3.402 0.097
```

***

[2]
Molecular formula: C4H5NO2
Method: DFT, ωB97M-V with the def2-TZVPD basis set

Computed properties:
**E_HOMO**: -10.13 eV
**DFT total energy**: -360.614599 Eh
**Spin multiplicity**: 1
**Structure (SMILES)**: O=CC/C=N\C=O

Structure (XYZ):
```
12
Properties=species:S:1:pos:R:3:lowdin_charge:R:1
O -2.146 1.683 -0.775 0.065
C -1.130 1.058 -0.627 -0.245
C -0.974 -0.030 0.447 -0.114
C -0.133 -1.171 -0.062 -0.133
N 1.133 -1.205 -0.186 0.099
C 1.956 -0.136 0.180 -0.331
O 1.856 1.004 -0.210 0.048
H -0.220 1.233 -1.229 0.117
H -0.492 0.455 1.308 0.131
H -1.972 -0.365 0.744 0.118
H -0.671 -2.057 -0.411 0.119
H 2.793 -0.467 0.820 0.126
```

***

[3]
Molecular formula: C4H5NO2
Method: DFT, ωB97M-V with the def2-TZVPD basis set

Computed properties:
**E_HOMO**: -8.87 eV
**DFT total energy**: -360.641497 Eh
**Spin multiplicity**: 1
**Structure (SMILES)**: Cc1coc(O)n1

Structure (XYZ):
```
12
Properties=species:S:1:pos:R:3:lowdin_charge:R:1
C 0.068 -1.143 1.476 -0.037
C 0.205 -0.184 0.358 -0.369
C 1.302 0.420 -0.126 -0.009
O 0.853 1.209 -1.252 0.093
C -0.462 0.969 -1.267 -0.490
O -1.281 1.518 -2.165 0.130
N -0.915 0.169 -0.363 0.167
H -0.651 -0.736 2.192 0.084
H -0.330 -2.081 1.079 0.085
H 1.020 -1.328 1.979 0.080
H 2.330 0.075 0.007 0.127
H -2.139 1.112 -1.919 0.138
```

***

[4]
Molecular formula: C4H5NO2
Method: DFT, ωB97M-V with the def2-TZVPD basis set

Computed properties:
**E_HOMO**: -8.29 eV
**DFT total energy**: -360.565262 Eh
**Spin multiplicity**: 1

Structure (XYZ):
```
12
Properties=species:S:1:pos:R:3:lowdin_charge:R:1
C -0.568 -0.910 -0.931 -0.503
C 0.007 -0.274 1.271 -0.056
N 1.295 -0.368 1.439 0.086
C -1.219 1.380 -0.190 0.064
O 0.599 -1.034 -1.609 0.109
C -0.563 0.252 0.077 -0.302
O -1.497 -1.622 -1.150 0.153
H 1.226 -0.338 -1.378 0.103
H 1.645 -0.787 2.287 0.101
H 2.020 -0.022 0.803 0.115
H -1.243 2.188 0.521 0.061
H -1.700 1.535 -1.140 0.069
```

***

[5]
Molecular formula: C4H5NO2
Method: DFT, ωB97M-V with the def2-TZVPD basis set

Computed properties:
**E_HOMO**: -9.55 eV
**DFT total energy**: -360.594991 Eh
**Spin multiplicity**: 1
**Structure (SMILES)**: O=C/C=N\CC=O

Structure (XYZ):
```
12
Properties=species:S:1:pos:R:3:lowdin_charge:R:1
O -1.731 -0.385 0.913 0.052
C -0.994 -1.274 0.551 -0.223
C 0.513 -1.194 0.585 -0.125
N 1.238 -0.155 0.528 0.062
C 0.607 1.101 0.187 -0.191
C 0.015 1.023 -1.219 -0.226
O -0.135 -0.002 -1.834 0.058
H -1.402 -2.247 0.215 0.120
H 1.022 -2.160 0.675 0.110
H 1.363 1.895 0.187 0.115
H -0.201 1.404 0.866 0.122
H -0.294 1.993 -1.654 0.127
```

***

[6]
Molecular formula: C4H5NO2
Method: DFT, ωB97M-V with the def2-TZVPD basis set

Computed properties:
**E_HOMO (spin up / spin down)**: -9.85 / -9.85 eV
**DFT total energy**: -360.553181 Eh
**Spin multiplicity**: 1
**Structure (SMILES)**: [H]/N=C(\C=O)CC=O

Structure (XYZ):
```
12
Properties=species:S:1:pos:R:3:lowdin_charge:R:1
H 2.185 1.248 0.926 0.064
N 1.213 1.151 1.215 0.186
C 0.473 0.627 0.342 -0.354
C 0.899 0.017 -0.981 -0.209
O 0.066 -0.048 -1.902 0.033
C -0.928 0.168 0.646 -0.090
C -1.137 -1.115 -0.117 -0.314
O -2.089 -1.633 -0.575 0.119
H 1.951 0.237 -1.247 0.131
H -1.038 -0.043 1.712 0.135
H -1.666 0.901 0.309 0.137
H 0.069 -1.510 -0.326 0.160
```

***

[7]
Molecular formula: C4H5NO2S
Method: DFT, ωB97M-V with the def2-TZVPD basis set

Computed properties:
**E_HOMO**: -8.36 eV
**DFT total energy**: -758.669570 Eh
**Spin multiplicity**: 1

Structure (XYZ):
```
13
Properties=species:S:1:pos:R:3:lowdin_charge:R:1
C 1.535 0.391 -0.882 -0.156
C 1.456 -1.019 -0.653 -0.136
C 0.597 1.325 -0.777 -0.352
C 0.942 -2.112 -0.253 0.052
N -1.239 -0.236 1.652 -0.163
O -2.783 0.452 -0.257 -0.402
O -0.623 1.358 -0.502 -0.177
S -1.583 -0.192 0.003 0.960
H 2.322 1.004 -1.386 0.107
H 0.401 -3.039 -0.135 0.026
H 0.914 2.234 -1.157 0.098
H -0.420 -0.685 1.998 0.034
H -1.520 0.517 2.350 0.110
```

***

[8]
Molecular formula: C4H5NO2S
Method: DFT, ωB97M-V with the def2-TZVPD basis set

Computed properties:
**E_HOMO**: -8.55 eV
**DFT total energy**: -758.616082 Eh
**Spin multiplicity**: 1

Structure (XYZ):
```
13
Properties=species:S:1:pos:R:3:lowdin_charge:R:1
C -0.665 0.560 -0.260 -0.345
C -1.244 -1.206 -1.450 -0.027
C -0.387 -1.720 -0.476 -0.163
C -0.071 -0.658 0.488 -0.594
H 0.754 3.135 1.093 0.307
H -1.886 -1.748 -2.106 0.109
H 0.256 -2.778 -0.554 0.160
H -0.560 -0.717 1.518 0.133
H 2.058 -1.681 -0.306 -0.018
N -0.630 1.871 -0.016 -0.010
O -0.051 2.023 1.209 -0.231
O -1.269 0.231 -1.428 0.010
S 1.784 -0.574 0.776 0.668
```

***

[9]
Molecular formula: C4H5NO2S
Method: DFT, ωB97M-V with the def2-TZVPD basis set

Computed properties:
**E_HOMO**: -9.46 eV
**DFT total energy**: -758.772840 Eh
**Spin multiplicity**: 1
**Structure (SMILES)**: Cc1cc(=O)n(S)o1

Structure (XYZ):
```
13
Properties=species:S:1:pos:R:3:lowdin_charge:R:1
C 1.976 -0.681 -0.030 -0.006
C 0.638 -0.107 -0.157 -0.314
C 0.212 1.154 -0.011 0.059
C -1.219 1.194 -0.218 -0.486
O -2.023 2.094 -0.182 0.070
N -1.486 -0.199 -0.545 -0.439
S -2.933 -0.985 -0.047 0.843
O -0.358 -0.977 -0.497 -0.032
H 2.770 0.057 0.031 0.088
H 2.225 -1.381 -0.827 0.094
H 2.105 -1.195 0.956 0.110
H 0.790 2.022 0.217 0.122
H -2.696 -0.996 1.310 -0.109
```

***

[10]
Molecular formula: C4H5NO2S
Method: DFT, ωB97M-V with the def2-TZVPD basis set

Computed properties:
**E_HOMO**: -9.68 eV
**DFT total energy**: -758.684927 Eh
**Spin multiplicity**: 1
**Structure (SMILES)**: O=C/C=C\S/C=N\O

Structure (XYZ):
```
13
Properties=species:S:1:pos:R:3:lowdin_charge:R:1
O 2.935 -2.437 -0.190 -0.012
C 1.980 -1.638 0.053 -0.298
C 0.755 -1.513 -0.670 -0.194
C -0.054 -0.457 -0.609 -0.431
S 0.073 0.504 0.804 0.936
C -1.633 0.940 0.967 -0.449
N -2.144 2.096 0.630 -0.080
O -1.413 3.109 0.072 -0.084
H 2.170 -1.122 1.104 0.129
H 0.904 -2.016 -1.692 0.147
H -0.826 -0.211 -1.493 0.155
H -2.255 0.109 1.222 0.069
H -0.494 2.638 -0.199 0.112
```

***

[11]
Molecular formula: C4H5NO2S
Method: DFT, ωB97M-V with the def2-TZVPD basis set

Computed properties:
**E_HOMO**: -8.83 eV
**DFT total energy**: -758.534500 Eh
**Spin multiplicity**: 1

Structure (XYZ):
```
13
Properties=species:S:1:pos:R:3:lowdin_charge:R:1
C -0.494 1.012 -0.344 -0.400
C 0.678 1.839 0.135 -0.041
C 1.656 0.971 0.188 -0.206
C -0.187 -0.341 -0.381 -0.561
H -1.885 2.413 0.930 0.357
H 0.738 2.977 0.577 0.161
H 2.686 0.850 0.702 0.179
H 1.950 -2.155 0.218 0.151
H -1.839 -2.286 -0.883 -0.023
N 1.217 -0.240 0.166 -0.150
O -1.857 1.404 -0.329 -0.147
O 2.162 -1.293 -0.332 -0.050
S -1.408 -1.368 0.312 0.729
```

***

[12]
Molecular formula: C4H5NO2S
Method: DFT, ωB97M-V with the def2-TZVPD basis set

Computed properties:
**E_HOMO**: -9.61 eV
**DFT total energy**: -758.747156 Eh
**Spin multiplicity**: 1
**Structure (SMILES)**: O=C1NC[C@@H](S)C1=O

Structure (XYZ):
```
13
Properties=species:S:1:pos:R:3:lowdin_charge:R:1
O 2.399 1.378 1.181 0.059
C 1.516 0.673 0.653 -0.288
N 1.305 0.445 -0.818 0.011
C -0.093 0.025 -1.204 -0.242
C -0.762 -0.103 0.197 -0.417
S -2.299 -1.423 -0.064 0.677
C 0.346 -0.344 1.218 -0.315
O 0.046 -0.714 2.282 0.151
H 1.879 1.319 -1.465 0.242
H -0.663 0.764 -1.747 0.095
H -0.156 -0.856 -1.944 0.127
H -1.122 0.798 0.567 0.091
H -2.396 -1.963 1.145 -0.189
```

***

[13]
Molecular formula: C4H5NO2S
Method: DFT, ωB97M-V with the def2-TZVPD basis set

Computed properties:
**E_HOMO**: -8.86 eV
**DFT total energy**: -758.735557 Eh
**Spin multiplicity**: 1
**Structure (SMILES)**: N/C=C(\C=O)OC=S

Structure (XYZ):
```
13
Properties=species:S:1:pos:R:3:lowdin_charge:R:1
N -0.349 2.099 -0.232 0.099
C -0.381 1.096 0.687 -0.024
C 0.243 -0.108 0.290 -0.344
C 1.086 -0.138 -0.947 -0.126
O 0.915 0.695 -1.900 -0.053
O 0.223 -1.100 1.158 -0.088
C -0.555 -2.048 0.682 -0.685
S -0.510 -3.600 1.334 0.620
H -0.103 1.786 -1.263 0.119
H -0.542 3.014 0.022 0.070
H -0.972 0.955 1.510 0.110
H 1.998 -0.876 -0.972 0.161
H -1.053 -1.773 -0.369 0.143
```

***

[14]
Molecular formula: C4H5NO3
Method: DFT, ωB97M-V with the def2-TZVPD basis set

Computed properties:
**E_HOMO**: -9.99 eV
**DFT total energy**: -435.738171 Eh
**Spin multiplicity**: 1

Structure (XYZ):
```
13
Properties=species:S:1:pos:R:3:lowdin_charge:R:1
C 0.106 1.192 -0.929 -0.484
C -1.159 0.476 -0.481 0.024
C -1.213 -0.547 0.361 0.005
C -0.112 -1.375 0.962 -0.478
H -0.485 3.213 -0.208 0.102
H 0.904 3.230 -1.246 0.236
H -2.412 0.677 -0.770 0.202
H -1.871 -1.018 0.671 -0.015
H 1.150 -0.725 -0.651 0.186
N 0.005 2.540 -0.783 0.132
O 1.063 0.546 -1.409 0.036
O 1.276 -1.256 0.494 -0.088
O -0.220 -1.995 1.941 0.141
```

***

[15]
Molecular formula: C4H5NO3
Method: DFT, ωB97M-V with the def2-TZVPD basis set

Computed properties:
**E_HOMO**: -7.79 eV
**DFT total energy**: -435.608820 Eh
**Spin multiplicity**: 1

Structure (XYZ):
```
13
Properties=species:S:1:pos:R:3:lowdin_charge:R:1
C 0.518 -0.378 0.910 -0.273
C -0.318 0.726 0.600 -0.033
C -0.508 0.888 -0.754 -0.413
C 0.271 -0.013 -1.335 -0.223
H 2.061 -1.527 1.536 0.148
H 1.574 -0.626 2.808 0.091
H -0.853 1.335 1.301 0.097
H -2.584 1.610 -0.025 0.359
H -0.896 -0.659 -3.056 0.320
N 1.113 -1.142 2.015 0.062
O -1.631 1.560 -1.089 -0.060
O 0.453 -0.775 -2.587 -0.096
O 0.801 -0.999 -0.324 0.021
```

***

[16]
Molecular formula: C4H5NO3
Method: DFT, ωB97M-V with the def2-TZVPD basis set

Computed properties:
**E_HOMO**: -8.87 eV
**DFT total energy**: -435.843348 Eh
**Spin multiplicity**: 1
**Structure (SMILES)**: C[C@@]1(C(=O)O)NC1=O

Structure (XYZ):
```
13
Properties=species:S:1:pos:R:3:lowdin_charge:R:1
C 0.119 1.636 -0.076 -0.030
C 0.149 0.139 -0.088 -0.242
C -0.975 -0.727 0.105 -0.500
O -0.849 -1.956 0.075 0.053
O -2.063 -0.144 0.656 0.108
N 1.227 -0.487 -0.877 0.157
C 1.495 -1.058 0.256 -0.291
O 2.115 -1.667 1.028 0.213
H 0.860 2.054 0.608 0.082
H -0.871 1.970 0.226 0.076
H 0.315 2.047 -1.071 0.081
H -2.668 -0.848 0.931 0.129
H 1.145 -0.960 -1.773 0.164
```

***

[17]
Molecular formula: C4H5NO3
Method: DFT, ωB97M-V with the def2-TZVPD basis set

Computed properties:
**E_HOMO**: -7.36 eV
**DFT total energy**: -435.639541 Eh
**Spin multiplicity**: 1

Structure (XYZ):
```
13
Properties=species:S:1:pos:R:3:lowdin_charge:R:1
C -1.155 -0.071 -0.163 -0.379
C -0.290 -1.057 -0.128 -0.006
C 1.053 -0.554 -0.332 -0.218
C 0.782 0.846 -0.249 -0.480
H -2.964 1.180 -0.413 0.239
H -3.081 -0.553 0.793 0.151
H -0.561 -2.135 -0.030 0.142
H 2.860 -0.856 -0.445 0.190
H 2.502 1.566 1.090 0.325
N -2.536 0.024 -0.021 0.016
O 2.094 -1.476 0.058 -0.046
O 1.676 1.953 -0.065 -0.072
O -0.379 1.133 -0.096 0.138
```

***

[18]
Molecular formula: C4H5NO3
Method: DFT, ωB97M-V with the def2-TZVPD basis set

Computed properties:
**E_HOMO**: -9.78 eV
**DFT total energy**: -435.760682 Eh
**Spin multiplicity**: 1

Structure (XYZ):
```
13
Properties=species:S:1:pos:R:3:lowdin_charge:R:1
C -0.856 0.856 -0.256 -0.615
O -0.959 1.379 -1.481 0.085
C 0.972 1.009 0.108 -0.052
C 2.054 1.556 0.070 0.052
O -1.505 1.120 0.714 0.080
H -1.375 2.250 -1.397 0.139
H 3.027 1.940 -0.116 0.013
N 0.312 -1.640 0.840 0.177
C -0.708 -1.778 0.032 -0.264
O -1.160 -0.857 -0.697 0.041
H 0.580 -2.387 1.460 0.121
H 0.791 -0.685 0.784 0.076
H -1.172 -2.764 -0.060 0.148
```

***

[19]
Molecular formula: C4H5NO4
Method: DFT, ωB97M-V with the def2-TZVPD basis set

Computed properties:
**E_HOMO**: -10.23 eV
**DFT total energy**: -511.109371 Eh
**Spin multiplicity**: 1
**Structure (SMILES)**: O=CC(=O)O.CN=C=O

Structure (XYZ):
```
14
Properties=species:S:1:pos:R:3:lowdin_charge:R:1
O 0.095 1.388 1.748 0.104
C -0.422 0.323 1.925 -0.180
C -1.435 -0.331 0.906 -0.488
O -2.177 -1.186 1.336 0.116
O -1.772 0.496 -0.095 0.106
H -0.312 -0.267 2.852 0.139
H -2.680 0.310 -0.386 0.138
C 1.316 0.416 -1.938 -0.079
N 0.851 -0.516 -0.962 0.088
C 1.125 -0.979 0.110 -0.358
O 1.154 -1.620 1.081 0.159
H 2.403 0.391 -2.022 0.087
H 0.857 0.151 -2.890 0.082
H 0.997 1.423 -1.666 0.087
```

***

[20]
Molecular formula: C4H5NO4S2
Method: DFT, ωB97M-V with the def2-TZVPD basis set

Computed properties:
**E_HOMO**: -9.06 eV
**DFT total energy**: -1307.273309 Eh
**Spin multiplicity**: 1

Structure (XYZ):
```
16
Properties=species:S:1:pos:R:3:lowdin_charge:R:1
C -1.865 1.019 -0.504 -0.148
C -1.558 1.398 0.901 -0.237
C -1.698 -0.256 -0.899 -0.190
C -0.731 0.577 1.613 -0.126
N 2.502 -0.762 0.673 -0.064
O 0.456 -1.429 -0.325 -0.415
O -1.647 -1.897 1.234 -0.268
O 2.264 -0.518 -1.886 -0.254
O 0.972 0.980 -0.445 -0.255
S -0.935 -0.865 0.531 0.875
S 1.543 -0.282 -0.659 0.541
H -2.396 1.713 -1.113 0.106
H -1.885 2.396 1.245 0.104
H -1.308 -0.700 -1.901 0.151
H 3.260 -1.443 0.499 0.087
H 3.026 0.069 1.036 0.093
```